Entry from OMol25: a 8-piece molecular cluster, C57H70BNO7 overall (ωB97M-V with the def2-TZVPD basis set).

The geometry in XYZ format:
```
136
Properties=species:S:1:pos:R:3:forces:R:3:mulliken_charge:R:1
C 4.44097 -3.94153 0.93377 -0.4 1.2 0.1 -0.708
C 4.05711 -2.44270 0.29836 1.1 -1.7 -0.1 -0.233
N 3.62020 -1.60429 1.47308 1.4 2.1 -1.2 1.042
C 2.54716 -0.57315 1.07169 0.6 1.6 1.6 -0.404
C 1.19216 -0.96711 1.86461 0.3 0.5 1.1 -0.191
C -0.23868 -0.52477 1.21867 -1.7 -1.2 0.2 1.504
C -1.03565 -1.98291 1.45441 -0.1 -0.3 0.4 -1.355
O -2.48679 -1.92710 1.33022 1.2 -2.0 1.1 -0.387
C -3.02491 -3.14930 2.01202 -0.7 -0.6 -0.6 -0.410
O -1.15317 0.37168 2.00415 -0.9 2.8 -0.6 -0.464
C -2.05386 1.22771 1.16119 -0.5 1.3 -0.1 0.409
O -2.77697 2.30018 1.49530 5.0 -7.8 -2.1 -0.586
O -1.85782 0.57460 -0.17645 0.0 2.3 3.6 -0.450
C -0.38785 0.22375 -0.21269 -1.7 -1.1 -1.4 0.712
C 0.25464 1.60223 -0.68484 1.0 1.3 -1.2 0.190
C 1.31136 2.44537 0.18212 0.5 1.6 -0.1 -0.348
C 0.81910 2.97209 1.67230 0.9 1.8 -0.3 -0.508
O 1.21117 2.09891 2.78905 -2.3 0.3 0.0 -0.433
B -0.31903 -0.87929 -1.48439 -1.7 -1.0 -0.5 0.574
C 1.04236 -1.27717 -2.30986 0.6 0.3 -1.3 -0.801
O -1.60497 -1.51194 -1.91318 3.7 -0.2 1.5 -0.525
C 4.78049 -0.80861 2.07924 1.2 0.0 6.0 0.121
C 5.79140 0.17857 1.23747 0.5 0.4 -0.5 -0.798
O 4.96847 -0.86918 3.42218 -1.3 0.1 -8.5 -0.665
H 4.89113 -4.62770 0.09993 -1.0 1.2 1.7 0.382
H 5.21554 -3.77658 1.82465 -1.6 -0.4 -2.1 0.201
H 3.44506 -4.34533 1.41262 2.1 0.5 -1.1 0.010
H 3.20750 -2.51332 -0.50269 1.5 0.1 1.7 -0.072
H 5.02054 -2.04919 -0.25542 -1.9 -0.5 1.0 0.327
H 2.94318 0.44234 1.56065 -1.2 -1.9 -1.3 0.173
H 2.46219 -0.41084 -0.07988 0.0 -0.5 2.1 -0.268
H 1.21959 -0.50048 2.96380 0.1 -0.9 -2.5 -0.375
H 1.26231 -2.14565 2.05252 -0.5 2.6 -0.7 0.110
H -0.61041 -2.84091 0.78219 -0.5 1.5 0.9 0.280
H -0.83179 -2.32203 2.58220 0.0 1.1 -2.3 0.612
H -3.85348 -3.59854 1.29612 1.6 1.0 1.6 0.146
H -3.49702 -2.91101 3.06582 1.0 -0.2 -2.1 0.207
H -2.21424 -3.99401 2.14124 -1.4 1.8 -0.2 0.226
H 0.76554 1.42243 -1.75235 -1.0 0.3 2.3 -0.836
H -0.62989 2.36491 -0.94715 1.8 -2.0 0.8 0.472
H 1.43740 3.47128 -0.42932 -0.4 -2.2 1.3 0.500
H 2.43451 2.03870 0.18829 -2.7 0.6 0.3 -0.093
H 1.43768 3.98139 1.84497 -1.3 -2.1 -0.4 0.377
H -0.31245 3.31947 1.69742 2.2 -1.2 -0.2 0.167
H 0.42600 1.96833 3.42903 1.7 0.4 -1.8 0.315
H 1.90384 -0.45533 -2.22019 -1.7 -2.1 0.0 0.210
H 0.75586 -1.27135 -3.46917 0.5 -0.1 2.4 0.224
H 1.44550 -2.36884 -2.10429 -0.7 2.3 -0.3 0.266
H -1.37835 -2.48109 -2.03480 -0.5 1.6 -0.3 0.290
H 6.52715 0.80515 1.93883 -2.0 -1.7 -1.2 0.314
H 5.21351 0.97163 0.58205 0.9 -1.8 1.3 0.190
H 6.49833 -0.40457 0.48560 -1.7 0.9 1.6 0.252
C -8.06977 -2.81441 1.14811 0.0 -0.2 0.1 -0.529
C -6.91258 -3.16021 1.84535 -0.1 -0.1 0.0 -0.209
C -6.79387 -4.42689 2.41649 -0.2 0.0 -0.1 -0.282
C -7.83506 -5.34731 2.29408 0.0 0.2 -0.1 -0.435
C -8.99610 -4.99828 1.60479 0.1 0.1 0.0 -0.369
C -9.11334 -3.73289 1.03039 0.2 0.0 0.1 -0.327
H -8.15921 -1.82971 0.69746 0.0 -0.1 0.1 0.368
H -6.10217 -2.44217 1.94302 -0.1 -0.1 0.0 0.412
H -5.89047 -4.69722 2.95689 -0.1 0.0 -0.1 0.342
H -7.74184 -6.33512 2.73671 0.0 0.1 -0.1 0.353
H -9.81012 -5.71336 1.51435 0.1 0.1 0.0 0.346
H -10.01722 -3.46188 0.49126 0.1 0.0 0.1 0.351
C 0.76451 2.59579 -4.50102 -0.2 0.1 -0.2 -0.221
C 1.34677 3.40927 -5.47263 -0.1 0.0 0.0 -0.670
C 0.56483 3.94247 -6.49686 -0.1 -0.1 0.1 -0.456
C -0.79991 3.65848 -6.55216 0.1 -0.1 0.1 -0.296
C -1.38043 2.83742 -5.58583 0.2 0.0 0.0 -0.474
C -0.59925 2.30723 -4.55941 0.1 0.1 -0.1 -0.292
H 1.37275 2.18595 -3.69928 0.0 0.1 -0.1 0.243
H 2.41075 3.62859 -5.43113 -0.2 0.0 0.0 0.359
H 1.01831 4.57920 -7.25196 -0.1 -0.1 0.1 0.363
H -1.40987 4.07583 -7.34850 0.1 -0.1 0.1 0.344
H -2.44287 2.61111 -5.63210 0.2 0.0 0.0 0.580
H -1.05224 1.66931 -3.80510 0.0 0.1 -0.1 0.508
C 3.84084 1.12416 5.59891 0.0 0.1 0.1 -0.292
C 2.46549 1.35413 5.61707 0.1 0.1 0.2 0.295
C 1.90767 2.17427 6.59736 0.2 0.0 0.0 -0.612
C 2.72530 2.76162 7.56314 0.1 -0.1 -0.1 -0.462
C 4.09949 2.52419 7.55056 -0.1 -0.1 -0.1 -0.488
C 4.65788 1.70706 6.56802 -0.3 0.1 0.0 -0.146
H 4.27603 0.49048 4.83094 -0.1 0.1 0.2 0.484
H 1.82786 0.89443 4.86607 0.2 0.1 0.1 0.062
H 0.83618 2.35601 6.60915 0.1 0.0 0.0 0.375
H 2.29137 3.40270 8.32544 0.1 -0.1 -0.1 0.354
H 4.73616 2.97705 8.30669 -0.1 -0.1 -0.1 0.376
H 5.72909 1.52401 6.55696 -0.2 0.0 0.0 0.183
C 9.84373 1.29381 5.45965 -0.1 -0.1 -0.1 -0.458
C 10.84103 1.14205 4.49675 -0.1 -0.1 0.0 -0.382
C 10.57925 0.42975 3.32676 -0.1 0.0 0.1 -0.385
C 9.32031 -0.13511 3.12124 0.1 0.2 0.2 -0.401
C 8.32583 0.00873 4.08834 0.0 0.0 0.0 -0.332
C 8.58639 0.72423 5.25669 0.2 0.0 -0.1 -0.354
H 10.04594 1.85458 6.36814 0.0 -0.1 -0.1 0.369
H 11.82292 1.57999 4.65791 -0.2 -0.1 0.0 0.355
H 11.35569 0.31459 2.57502 -0.1 0.0 0.1 0.355
H 9.11525 -0.68790 2.20869 0.0 0.0 0.1 0.385
H 7.34643 -0.43647 3.93107 0.1 0.1 0.1 0.495
H 7.81058 0.83823 6.00917 0.1 0.0 -0.1 0.339
C -4.44172 4.44625 -8.24807 0.0 0.0 -0.2 -0.349
C -4.20126 3.37748 -9.11105 0.0 0.1 -0.1 -0.225
C -4.27198 3.56495 -10.49113 0.0 0.2 0.1 -0.476
C -4.58773 4.82133 -11.00885 0.0 -0.1 0.2 -0.373
C -4.83735 5.88792 -10.14570 0.0 -0.1 0.1 -0.369
C -4.76295 5.70142 -8.76564 0.0 -0.1 -0.1 -0.550
H -4.37995 4.30146 -7.17293 0.0 0.0 -0.1 0.535
H -3.95770 2.39775 -8.70771 0.0 0.1 -0.1 0.358
H -4.08115 2.73259 -11.16344 0.0 0.1 0.1 0.352
H -4.64037 4.96833 -12.08403 0.0 0.0 0.1 0.357
H -5.08929 6.86575 -10.54884 0.0 -0.2 0.1 0.353
H -4.95519 6.53325 -8.09318 0.0 -0.1 -0.1 0.380
C -8.68430 3.64800 -4.28902 0.2 -0.1 -0.1 -0.315
C -8.30956 3.83506 -5.61921 0.1 -0.1 0.1 -0.546
C -7.14540 3.24181 -6.10661 0.0 0.0 0.1 -0.243
C -6.35277 2.46425 -5.26199 -0.2 0.1 0.1 -0.383
C -6.72259 2.28481 -3.92933 -0.1 0.1 -0.1 -0.413
C -7.88875 2.87496 -3.44284 0.0 0.0 -0.2 -0.436
H -9.59497 4.10486 -3.91132 0.1 -0.1 0.0 0.353
H -8.92578 4.44306 -6.27685 0.1 -0.1 0.1 0.363
H -6.85548 3.38502 -7.14424 -0.1 0.0 0.1 0.428
H -5.44712 1.99981 -5.64208 -0.1 0.0 0.0 0.400
H -6.10188 1.68375 -3.26933 -0.1 0.1 -0.1 0.439
H -8.17804 2.73310 -2.40491 0.1 0.0 -0.2 0.360
C 1.37069 -8.00091 4.51831 0.0 0.2 -0.1 -0.357
C 2.37362 -7.41037 5.28655 -0.1 0.1 -0.1 -0.368
C 2.78268 -6.10484 5.01631 -0.1 -0.1 -0.1 -0.617
C 2.19138 -5.39052 3.97404 0.0 -0.2 0.0 -0.282
C 1.19493 -5.98432 3.19982 0.1 -0.1 0.2 -0.169
C 0.78317 -7.28856 3.47242 0.1 0.1 0.1 -0.552
H 1.04749 -9.01579 4.73341 0.1 0.1 0.0 0.353
H 2.83630 -7.96780 6.09716 -0.1 0.1 -0.1 0.350
H 3.56196 -5.64374 5.61744 -0.1 -0.1 -0.1 0.378
H 2.50803 -4.37249 3.76490 0.0 -0.1 0.0 0.507
H 0.73811 -5.42990 2.38368 0.0 -0.1 0.1 0.381
H 0.00500 -7.75033 2.87048 0.1 0.1 0.1 0.362
```
Positions in Å, forces in eV/Å.

## Properties
- Gap between HOMO and LUMO: 9.00 eV
- SMILES: CCN(CC[C@@]1(COC)OC(=O)O[C@]1(CCCO)B(C)O)C(C)=O.c1ccccc1.c1ccccc1.c1ccccc1.c1ccccc1.c1ccccc1.c1ccccc1.c1ccccc1
- E_HOMO: -8.986 eV
- Total energy: -2819.90943 hartree